Below is C3H4InO4 as an isolated structure, with properties calculated with ωB97M-V/def2-TZVPD.

HOMO-LUMO gap (alpha / beta): 8.687 / 4.517 eV
spin multiplicity: 2
M: 218.879 g mol⁻¹
charge: +2
ΔE to the lowest compared entry with this formula, charge and spin: 0.989 eV

Each line ends with the Mulliken charge.
Element x y z (Å)
C -0.668 -0.173 1.177  0.39
C 0.057 -1.223 0.350  -0.44
O 0.275 -0.661 -0.949  -0.29
C 0.166 0.639 -0.987  1.07
O -0.012 0.319 2.209  -0.48
O 0.303 1.286 -2.016  -0.49
O -0.110 1.180 0.165  -0.59
In 0.844 1.105 -3.792  1.27
H -1.766 -0.173 1.191  0.37
H -0.547 -2.126 0.217  0.32
H 1.029 -1.456 0.801  0.32
H 0.429 1.284 1.634  0.55

***

Below is an isolated ion of composition C9H16N and charge +1, with properties calculated with ωB97M-V/def2-TZVPD.

HOMO-LUMO gap: 9.323 eV
M: 138.234 g mol⁻¹
charge: +1
ΔE to the lowest compared entry with this formula, charge and spin: 3.361 eV
SMILES string: C=C(CC)C[N+]#CCCC

Each line ends with the Mulliken charge.
Element x y z (Å)
C 1.363 0.599 -0.151  0.49
C -1.648 0.823 -1.882  -1.11
C -1.877 0.378 -0.644  0.79
C -4.177 0.180 0.576  -0.97
C 4.291 0.619 0.683  -1.15
C 2.439 0.049 -0.896  -0.76
C -3.061 -0.469 -0.336  -0.79
C -1.062 0.841 0.571  -0.54
C 3.548 -0.580 0.006  -0.40
N 0.273 0.530 0.239  0.11
H -0.799 1.486 -2.236  0.24
H -2.273 0.494 -2.635  0.34
H -4.818 0.743 -0.172  0.27
H -4.758 -0.527 1.066  0.33
H -3.630 0.748 1.330  0.33
H 3.859 0.639 1.608  0.35
H 5.353 0.502 0.667  0.35
H 4.127 1.591 0.175  0.33
H 2.996 0.845 -1.463  0.38
H 1.961 -0.679 -1.511  0.31
H -2.713 -1.437 0.048  0.34
H -3.601 -0.673 -1.240  0.40
H -0.914 1.928 0.715  0.31
H -1.249 0.415 1.650  0.36
H 3.182 -1.334 0.762  0.39
H 4.289 -1.126 -0.675  0.29

***

Below is C38H39HfN2O3P3S5 as an isolated structure, with properties calculated with ωB97M-V/def2-TZVPD.

HOMO-LUMO gap: 7.516 eV
M: 1003.488 g mol⁻¹
charge: +2
ΔE to the lowest compared entry with this formula, charge and spin: 0.000 eV

Each line ends with the Mulliken charge.
Element x y z (Å)
Hf -0.172 0.559 0.955  1.20
S -0.522 -0.897 3.119  -0.27
C -2.089 -0.672 2.483  0.44
N -2.221 -0.232 1.220  0.11
C -3.599 -0.015 0.889  -0.68
C -4.101 0.342 -0.365  0.11
C -5.477 0.433 -0.539  -0.63
C -6.344 0.276 0.563  -0.57
C -5.858 -0.053 1.821  -0.54
C -4.480 -0.245 1.973  0.75
S -3.593 -0.632 3.416  -0.16
H -3.410 0.535 -1.172  0.17
H -5.916 0.690 -1.512  0.43
H -7.434 0.380 0.430  0.37
H -6.554 -0.183 2.648  0.42
C 3.600 -1.214 0.494  -1.16
P 2.633 0.151 1.212  2.28
C 3.769 1.559 0.821  -1.40
C 2.844 0.004 3.031  0.41
C 3.558 -1.050 3.605  -0.82
C 3.639 -1.197 4.991  -0.78
C 2.936 -0.324 5.814  -0.95
C 2.179 0.685 5.253  -0.92
C 2.089 0.846 3.867  -0.29
P 0.783 1.908 3.126  1.16
C 1.629 3.529 3.144  -1.24
C -0.415 2.256 4.472  -1.42
H 3.026 -2.147 0.675  -0.01
H 4.625 -1.250 0.924  0.58
H 3.646 -1.051 -0.587  0.17
H 4.514 1.720 1.593  0.50
H 3.190 2.468 0.665  0.18
H 4.254 1.312 -0.129  0.49
H 4.061 -1.770 2.958  0.29
H 4.261 -2.003 5.420  0.41
H 2.992 -0.438 6.876  0.47
H 1.625 1.358 5.911  0.37
H 1.940 3.797 4.160  0.50
H 0.891 4.293 2.818  0.44
H 2.469 3.552 2.435  0.26
H 0.056 2.821 5.291  0.54
H -0.862 1.314 4.833  0.37
H -1.220 2.877 4.037  0.43
O -0.363 4.635 0.476  -0.66
S -0.475 3.295 -0.063  1.52
O -1.463 2.305 0.620  -0.72
O 0.773 2.375 0.098  -0.66
C -0.858 3.344 -1.814  0.14
C -1.126 4.567 -2.399  -0.46
C -1.154 4.675 -3.791  -0.69
C -0.933 3.575 -4.583  -0.84
C -0.643 2.349 -3.996  -0.69
C -0.630 2.202 -2.605  -0.27
P -0.253 0.501 -2.034  1.80
C -1.414 -0.620 -2.903  1.10
C -1.249 -2.007 -2.843  -0.79
C -2.178 -2.874 -3.403  -1.10
C -3.293 -2.383 -4.088  -0.75
C -3.452 -1.018 -4.176  -0.73
C -2.568 -0.139 -3.543  -0.68
C 1.421 0.203 -2.726  1.41
C 2.395 1.175 -2.483  -0.74
C 3.666 1.006 -3.012  -0.41
C 3.990 -0.075 -3.818  -0.81
C 3.002 -1.023 -4.079  -0.55
C 1.747 -0.910 -3.511  -0.85
H -1.235 5.444 -1.738  0.54
H -1.370 5.645 -4.260  0.42
H -0.926 3.696 -5.670  0.44
H -0.416 1.478 -4.611  0.53
H -0.366 -2.426 -2.356  0.53
H -2.013 -3.942 -3.315  0.48
H -4.028 -3.034 -4.533  0.46
H -4.222 -0.584 -4.819  0.45
H -2.824 0.931 -3.529  0.35
H 2.136 2.086 -1.944  0.24
H 4.429 1.775 -2.830  0.46
H 4.981 -0.193 -4.272  0.41
H 3.179 -1.881 -4.736  0.46
H 0.965 -1.628 -3.798  0.33
S 0.411 -2.084 0.056  -0.12
C 0.300 -3.680 0.631  0.14
N -0.812 -4.446 0.604  -0.14
C -0.655 -5.896 0.820  -0.69
C 0.772 -6.145 1.334  -0.37
S 1.665 -4.581 1.116  -0.06
H -1.678 -4.003 0.324  0.24
H -0.869 -6.430 -0.132  0.30
H -1.449 -6.224 1.528  0.34
H 1.294 -6.924 0.773  0.39
H 0.844 -6.402 2.393  0.36

***

Below is C5H8O2 as an isolated structure, with properties calculated with ωB97M-V/def2-TZVPD.

HOMO-LUMO gap: 9.866 eV
M: 100.117 g mol⁻¹
ΔE to the lowest compared entry with this formula, charge and spin: 2.450 eV

Each line ends with the Mulliken charge.
Element x y z (Å)
C 1.807 -0.113 0.850  -1.39
C 0.586 0.109 0.018  0.92
C -0.144 -0.877 -0.853  -0.94
C -0.862 -0.157 0.265  0.49
O -1.424 -0.773 1.367  -0.52
C -1.067 1.303 -0.106  -0.43
O 0.331 1.440 -0.442  -0.46
H 2.651 0.416 0.400  0.39
H 2.058 -1.175 0.916  0.32
H 1.657 0.277 1.862  0.27
H -0.350 -0.641 -1.896  0.22
H 0.079 -1.921 -0.640  0.29
H -2.156 -1.327 1.072  0.34
H -1.724 1.560 -0.946  0.24
H -1.314 1.908 0.774  0.26

***

Below is C36H65B2F4GeN6OS5SeTi as an isolated structure, with properties calculated with ωB97M-V/def2-TZVPD.

HOMO-LUMO gap (alpha / beta): 7.142 / 7.559 eV
spin multiplicity: 2
M: 1055.345 g mol⁻¹
ΔE to the lowest compared entry with this formula, charge and spin: 1.734 eV

Each line ends with the Mulliken charge.
Element x y z (Å)
Ti -0.257 -0.168 -0.411  -0.16
C -4.277 0.520 -2.739  -1.71
C -3.489 -0.604 -1.998  3.21
C -4.183 -1.876 -2.191  -1.93
C -3.368 -0.267 -0.505  -0.11
C -4.378 -0.346 0.548  -0.97
C -3.760 0.152 1.676  0.07
C -4.300 0.032 3.088  0.14
C -4.566 1.305 3.864  -1.31
C -3.396 -1.086 3.794  -1.07
N -2.542 0.536 1.368  0.86
N -2.258 0.339 -0.026  0.40
B -1.377 0.980 2.312  0.62
N -0.374 -0.105 2.589  0.60
N 0.196 -0.883 1.569  0.64
C 1.099 -1.691 2.101  -0.69
C 1.235 -1.371 3.452  -1.20
C 0.322 -0.374 3.686  0.19
C 0.396 0.402 5.046  -0.06
C -0.917 0.566 5.822  -1.39
C 1.228 1.733 4.887  -0.84
C 1.871 -2.688 1.402  3.48
C 3.374 -2.666 1.644  -2.02
C 1.206 -4.125 1.735  -1.43
N -0.608 2.140 1.491  0.83
N 0.365 1.649 0.614  0.62
C 1.161 2.702 0.365  -1.21
C 0.702 3.827 1.037  -0.83
C -0.386 3.417 1.759  -0.67
C -1.431 4.141 2.514  1.98
C -0.923 5.074 3.656  -1.47
C -2.346 4.820 1.500  -1.59
C 2.397 2.592 -0.475  3.60
C 3.621 2.533 0.523  -1.93
C 2.533 3.826 -1.392  -1.63
H -4.562 0.211 -3.713  0.54
H -5.226 0.705 -2.209  0.35
H -3.696 1.438 -2.853  0.25
H -2.518 -0.497 -2.405  -1.94
H -5.138 -1.703 -1.835  0.59
H -4.190 -2.112 -3.243  0.50
H -3.694 -2.639 -1.590  0.25
H -5.411 -0.659 0.399  0.46
H -5.270 -0.478 2.934  0.46
H -3.654 1.887 4.182  -0.01
H -5.240 1.942 3.259  0.40
H -5.074 1.032 4.814  0.42
H -2.427 -0.745 3.986  -0.01
H -3.886 -1.401 4.680  0.55
H -3.405 -2.009 3.139  0.26
H -1.737 1.404 3.357  -0.96
H 2.005 -1.727 4.056  0.69
H 1.084 -0.294 5.596  0.53
H -1.628 1.246 5.269  -0.04
H -1.404 -0.372 5.986  0.38
H -0.709 0.926 6.845  0.51
H 0.487 2.445 4.440  -0.14
H 1.381 2.165 5.864  0.49
H 2.122 1.778 4.243  0.23
H 1.682 -2.569 0.358  -2.19
H 3.662 -3.053 2.647  0.51
H 3.874 -3.464 0.997  0.42
H 3.802 -1.724 1.440  0.31
H 0.962 -4.187 2.778  0.46
H 0.332 -4.266 1.112  0.22
H 1.951 -4.902 1.501  0.37
H 1.053 4.847 0.891  0.56
H -1.997 3.332 2.962  -0.86
H -0.151 5.815 3.363  0.29
H -1.748 5.542 4.207  0.42
H -0.423 4.495 4.408  0.35
H -1.884 5.576 0.921  0.41
H -2.922 4.139 0.836  0.23
H -3.114 5.342 2.102  0.43
H 2.301 1.610 -1.039  -1.62
H 3.869 3.516 0.985  0.32
H 3.617 1.739 1.205  0.34
H 4.417 2.280 -0.082  0.68
H 3.123 4.645 -0.931  0.40
H 3.014 3.555 -2.347  0.25
H 1.508 4.180 -1.608  0.42
O -2.342 -4.586 2.317  -0.51
H -2.322 -5.082 1.457  0.29
H -2.806 -5.003 3.032  0.24
C 2.897 -2.326 -5.442  -1.00
Ge 2.951 -0.348 -5.307  0.78
C 1.541 0.344 -6.512  -1.15
C 4.550 0.603 -5.822  -1.36
C 2.660 0.194 -3.416  -0.83
Se 2.183 -1.168 -2.139  0.34
C 3.961 -1.452 -1.486  -1.04
H 2.448 -2.668 -6.293  0.49
H 2.288 -2.745 -4.665  -0.10
H 3.903 -2.728 -5.453  0.39
H 0.513 -0.078 -6.504  0.16
H 1.977 0.319 -7.521  0.35
H 1.606 1.375 -6.350  0.49
H 4.691 0.630 -6.938  0.37
H 5.478 0.214 -5.559  0.44
H 4.412 1.606 -5.426  0.37
H 1.914 0.989 -3.431  0.02
H 3.572 0.623 -2.947  0.54
H 4.577 -1.796 -2.337  0.39
H 3.898 -2.244 -0.805  0.03
H 4.466 -0.625 -1.075  0.39
F -1.211 1.153 -3.991  -0.32
B -0.670 2.028 -3.049  0.03
F -1.589 2.732 -2.333  -0.26
F 0.396 2.732 -3.470  -0.24
F -0.227 1.013 -1.967  0.83
C 2.184 -5.006 -1.404  -0.22
S 0.439 -5.598 -1.649  -0.20
C -0.153 -4.385 -2.742  0.63
C -0.567 -3.181 -2.373  -0.63
S -0.815 -2.623 -0.805  -0.45
S -1.024 -2.073 -3.619  0.02
C -0.535 -3.060 -5.029  0.14
S -0.740 -2.603 -6.559  -0.18
S 0.022 -4.623 -4.502  -0.20
H 2.850 -5.549 -0.741  0.50
H 2.192 -4.041 -0.986  -0.45
H 2.728 -4.987 -2.372  0.41

***

Below is a 2-piece molecular cluster, C4H3O3 overall, with properties calculated with ωB97M-V/def2-TZVPD.

HOMO-LUMO gap: 6.290 eV
M: 99.065 g mol⁻¹
charge: -1
ΔE to the lowest compared entry with this formula, charge and spin: 1.220 eV

Each line ends with the Mulliken charge.
Element x y z (Å)
C 1.071 0.776 -0.698  -0.50
C 0.545 0.568 0.436  0.28
C -0.748 -2.438 0.489  0.75
C -0.194 1.596 -0.368  -0.60
O 0.339 -2.797 0.458  -0.35
O -1.903 -2.273 0.407  -0.43
O 0.483 0.080 1.645  -0.81
H 1.680 0.510 -1.516  0.34
H -0.109 2.646 -0.018  0.18
H -1.162 1.332 -0.835  0.15